Below is a molecular structure, C4H7O3V in a non-equilibrium geometry, with properties calculated with ωB97M-V/def2-TZVPD.

Positions of all 15 atoms, in Å:
O 0.330 -1.474 2.177
C -0.574 -1.989 1.340
C -0.596 -1.443 -0.045
O -0.464 -0.007 0.059
C 0.088 0.706 -1.049
C 0.623 2.025 -0.489
O 1.413 1.819 0.638
V 0.795 0.309 1.590
H -1.430 -2.540 1.751
H 0.235 -1.802 -0.683
H -0.677 0.863 -1.824
H 0.914 0.110 -1.474
H -0.244 2.680 -0.263
H 1.184 2.520 -1.305
H -1.599 -1.778 -0.421

Its lowest unoccupied orbital energy (alpha / beta) is 0.00885 / -0.00675 hartree. Its expectation value of S² is 6.01. Its spin multiplicity is 5. As for the energy above the lowest of the compared OMol25 structures with the same formula, charge and spin: 0.00 kcal per mole. For the HOMO-LUMO gap (alpha / beta), the calculation gives 6.84 / 9.61 eV. The calculated total energy comes out at -1326.24390 hartree.

Now the natural (NBO) charges, all in e: -0.8078 0.0868 -0.1784 -0.5689 -0.1016 -0.0803 -0.8580 1.2862 0.1498 0.1809 0.1894 0.1752 0.1562 0.1693 0.2012

***

Below is a molecular structure, C24H69FeN3O17S2 in a non-equilibrium geometry, with properties calculated with ωB97M-V/def2-TZVPD.

Positions of all 116 atoms, in Å:
Fe 19.004 -15.259 38.666
S 20.345 -17.576 38.604
O 20.576 -16.208 38.137
O 19.144 -17.158 39.276
O 20.121 -18.532 37.570
O 21.404 -18.181 39.446
S 16.544 -14.260 39.340
O 16.316 -13.634 40.650
O 17.168 -15.556 39.436
O 15.462 -14.201 38.377
O 17.800 -13.790 38.775
C 21.967 -12.220 39.432
C 21.317 -13.584 39.370
C 20.488 -13.800 40.658
O 19.704 -14.954 40.546
C 19.154 -15.302 41.801
N 20.336 -13.582 38.304
H 21.292 -11.414 39.717
H 22.484 -11.949 38.511
H 22.797 -12.253 40.138
H 22.051 -14.369 39.188
H 19.834 -12.935 40.773
H 21.127 -13.832 41.540
H 18.697 -14.423 42.256
H 19.856 -15.678 42.546
H 18.314 -15.994 41.730
H 19.818 -12.714 38.299
H 20.907 -13.354 37.503
C 14.350 -20.869 35.404
C 14.754 -21.029 36.865
C 14.967 -19.627 37.538
O 15.427 -19.760 38.870
C 15.925 -18.597 39.445
N 13.654 -21.714 37.455
H 14.095 -21.827 34.951
H 15.235 -20.569 34.842
H 13.534 -20.147 35.379
H 15.652 -21.646 36.821
H 14.147 -18.938 37.333
H 15.767 -19.282 36.883
H 16.098 -18.855 40.490
H 15.327 -17.685 39.467
H 16.835 -18.279 38.938
H 13.669 -21.636 38.461
H 12.865 -21.128 37.225
C 13.937 -6.548 39.865
C 13.349 -7.855 39.391
C 13.707 -9.122 40.225
O 13.060 -10.294 39.704
C 13.486 -11.516 40.313
N 11.924 -7.683 39.378
H 13.638 -6.316 40.887
H 13.746 -5.704 39.202
H 15.025 -6.621 39.857
H 13.704 -7.988 38.369
H 13.454 -8.994 41.277
H 14.773 -9.313 40.104
H 12.908 -12.322 39.859
H 13.234 -11.499 41.373
H 14.563 -11.644 40.204
H 11.594 -7.535 40.321
H 11.604 -8.636 39.278
C 16.348 -16.480 36.173
C 17.886 -16.508 36.026
O 18.404 -15.393 36.730
H 15.933 -17.296 35.581
H 15.911 -15.549 35.812
H 16.053 -16.605 37.215
H 18.205 -16.459 34.985
H 18.165 -17.470 36.456
H 18.323 -14.699 36.072
C 16.950 -9.656 41.971
C 17.698 -10.834 41.364
O 17.611 -12.036 42.113
H 16.905 -8.796 41.303
H 17.484 -9.328 42.863
H 15.984 -10.029 42.311
H 18.709 -10.514 41.112
H 17.256 -11.144 40.417
H 17.023 -12.578 41.583
C 15.466 -10.101 36.306
C 15.323 -11.253 37.244
O 16.055 -12.269 36.710
H 15.226 -10.408 35.288
H 16.433 -9.631 36.125
H 14.765 -9.314 36.585
H 14.280 -11.571 37.230
H 15.599 -11.040 38.276
H 15.737 -12.982 37.269
C 11.096 -15.079 36.820
C 12.667 -14.995 36.982
O 13.036 -15.125 38.351
H 10.893 -14.893 35.765
H 10.597 -14.330 37.435
H 10.681 -16.039 37.126
H 12.970 -13.996 36.668
H 13.188 -15.742 36.383
H 13.985 -15.028 38.453
C 20.279 -9.209 38.210
C 18.870 -9.727 38.259
O 18.869 -11.120 38.173
H 20.854 -9.773 37.476
H 20.848 -9.378 39.123
H 20.382 -8.133 38.066
H 18.287 -9.357 37.415
H 18.490 -9.464 39.246
H 17.973 -11.411 37.988
C 13.503 -14.925 41.927
C 14.541 -15.876 42.522
O 15.716 -15.072 42.751
H 13.480 -14.040 42.563
H 12.474 -15.277 41.999
H 13.724 -14.588 40.914
H 14.829 -16.713 41.886
H 14.233 -16.223 43.509
H 15.824 -14.551 41.952

Its lowest unoccupied orbital energy (alpha / beta) is -0.00374 / -0.18572 hartree. Its expectation value of S² is 12.02. Its spin multiplicity is 7. For the HOMO-LUMO gap (alpha / beta), the calculation gives 9.01 / 4.06 eV. The calculated total energy comes out at -4459.03661 hartree.

Löwdin atomic charge list, values in e, 99 entries: 1.0019 0.3568 -0.3390 -0.2962 -0.0835 -0.0518 0.3922 -0.2842 -0.3244 -0.2693 -0.3624 -0.0399 -0.3627 -0.1433 -0.2576 -0.0361 0.0320 0.0692 0.0905 0.0901 0.1480 0.1321 0.1485 0.0959 0.1104 0.1004 0.0583 0.1241 -0.0787 -0.4511 -0.1944 -0.1554 -0.1195 0.0285 0.0819 0.0728 0.0796 0.1392 0.1297 0.0964 0.0995 0.0757 0.0644 0.0707 0.0688 -0.0715 -0.4483 -0.1769 -0.2112 -0.0841 0.0364 0.0791 0.0809 0.0688 0.1237 0.1283 0.0979 0.0932 0.0892 0.0617 0.0722 0.0596 -0.0532 -0.2174 -0.1113 0.0770 0.0819 0.0587 0.1318 0.1050 0.1384 -0.0728 -0.3318 -0.0769 0.0646 0.0738 0.0731 0.0981 0.0857 -0.0098 -0.0668 -0.3668 -0.0787 0.0825 0.0616 0.0679 0.1240 0.1007 0.0056 -0.0675 -0.2935 -0.1148 0.0637 0.0665 0.0638 0.0973 0.0956 -0.0010 -0.0763

***

Below is a single C6H9N molecule, with properties calculated with ωB97M-V/def2-TZVPD.

Positions of all 16 atoms, in Å:
C -3.261 -1.355 0.145
C -1.995 -0.637 0.312
C -0.964 -0.027 0.449
C 0.283 0.716 0.664
C 1.485 0.151 -0.076
C 2.233 0.950 -1.072
N 2.749 0.781 0.284
H -3.404 -1.661 -0.896
H -4.106 -0.719 0.428
H -3.294 -2.254 0.770
H 0.525 0.723 1.733
H 0.143 1.764 0.373
H 1.474 -0.929 -0.221
H 1.895 1.958 -1.306
H 2.732 0.435 -1.891
H 3.505 0.103 0.304

Its lowest unoccupied orbital energy is 0.03884 hartree. As for the energy above the lowest of the compared OMol25 structures with the same formula, charge and spin: 65.97 kcal per mole. Its SMILES is CC#CC[C@H]1CN1. For the HOMO-LUMO gap, the calculation gives 10.44 eV. The calculated total energy comes out at -288.67691 hartree.

Now the natural (NBO) charges, all in e: -0.6806 -0.0007 -0.0279 -0.4786 -0.0734 -0.2574 -0.5934 0.2329 0.2337 0.2322 0.2395 0.2324 0.1999 0.1945 0.1938 0.3531